{"formula": "C7H13NOS2", "method": "wB97M-V/def2-TZVPD", "de_lowest_ev": 2.035, "orbital_gap_ev": 9.38, "species": ["C", "C", "C", "C", "C", "C", "C", "N", "O", "S", "S", "H", "H", "H", "H", "H", "H", "H", "H", "H", "H", "H", "H", "H"], "xyz": [[-0.13, -0.05, -4.71], [-0.73, -1.06, -4.14], [1.37, -0.29, 3.72], [0.51, 0.87, -3.72], [0.41, 0.33, -2.51], [0.98, 0.99, -1.28], [-2.10, -0.07, 3.09], [-0.96, -0.26, 2.22], [1.23, -1.05, 1.36], [-0.53, -1.10, -2.42], [0.36, -1.22, 2.50], [-0.23, 0.11, -5.74], [-1.10, -1.98, -4.62], [0.96, -0.55, 4.72], [2.34, -0.65, 3.60], [0.97, 1.78, -3.93], [1.37, 0.75, 3.38], [1.97, 1.38, -1.47], [1.04, 0.12, -0.46], [0.47, 1.81, -0.80], [-1.95, 0.79, 3.65], [-3.10, 0.12, 2.51], [-2.26, -1.12, 3.61], [-0.90, 0.35, 1.45]]}

=====

{"formula": "C7H13NSi", "method": "wB97M-V/def2-TZVPD", "de_lowest_ev": 5.771, "orbital_gap_ev": [8.38, 8.37], "species": ["C", "C", "C", "C", "C", "C", "C", "N", "Si", "H", "H", "H", "H", "H", "H", "H", "H", "H", "H", "H", "H", "H"], "xyz": [[2.36, -0.08, -1.12], [1.18, 0.18, 0.73], [2.12, 0.74, 1.38], [2.33, 0.78, -2.13], [-1.35, -0.43, 2.20], [-0.76, -1.74, -0.49], [-1.43, 1.41, -0.33], [3.19, 0.79, 1.97], [-0.61, -0.11, 0.54], [2.86, -0.99, -0.99], [3.01, 0.80, -3.03], [1.90, 1.82, -2.14], [-1.54, 0.51, 2.68], [-2.21, -1.09, 2.35], [-0.66, -1.03, 2.89], [-0.28, -1.73, -1.44], [-0.30, -2.53, 0.12], [-1.83, -1.94, -0.57], [-1.32, 1.54, -1.36], [-2.54, 1.20, -0.21], [-1.29, 2.18, 0.39], [3.34, 1.63, 2.49]]}

=====

{"formula": "C7H13O", "method": "wB97M-V/def2-TZVPD", "de_lowest_ev": 6.396, "charge": -1, "orbital_gap_ev": 4.81, "species": ["C", "O", "C", "C", "C", "C", "C", "C", "H", "H", "H", "H", "H", "H", "H", "H", "H", "H", "H", "H", "H"], "xyz": [[2.34, 0.14, -1.12], [3.55, -0.02, -0.61], [1.22, 0.67, 0.00], [-0.10, 0.95, -0.52], [-1.25, 0.15, -0.33], [-2.47, 0.43, -0.98], [-1.28, -0.80, 0.75], [-2.40, -1.82, 0.83], [1.99, -0.80, -1.73], [2.32, 1.08, -1.74], [1.84, 1.48, 0.40], [1.09, -0.12, 0.75], [3.71, 1.19, 1.91], [-0.23, 1.73, -1.31], [-3.26, -0.30, -1.09], [-2.59, 1.16, -1.78], [-0.41, -0.93, 1.39], [4.04, 1.11, 2.58], [-2.72, -0.70, 0.96], [-2.60, -2.37, -0.11], [-2.80, -2.22, 1.78]]}

=====

{"formula": "C7H13O", "method": "wB97M-V/def2-TZVPD", "de_lowest_ev": 5.006, "charge": -1, "orbital_gap_ev": 5.44, "species": ["C", "O", "C", "C", "C", "C", "C", "C", "H", "H", "H", "H", "H", "H", "H", "H", "H", "H", "H", "H", "H"], "xyz": [[2.18, -0.62, 0.84], [3.43, -0.22, 1.08], [1.68, -0.18, -0.60], [0.46, -0.94, -1.11], [-0.79, -0.80, -0.57], [-2.03, -1.38, -0.87], [-1.36, 0.01, 0.46], [-1.81, 1.43, 0.13], [2.10, -1.71, 0.80], [1.37, -0.31, 1.59], [1.53, 0.89, -0.51], [2.55, -0.38, -1.23], [1.03, 1.87, 1.17], [0.58, -1.17, -2.16], [-2.30, -1.59, -1.91], [-2.73, -1.79, -0.16], [-1.87, -0.44, 1.30], [1.64, 1.89, 1.58], [-2.33, 1.88, 0.98], [-2.43, 1.49, -0.76], [-0.92, 2.06, -0.06]]}

=====

{"formula": "C7H13O", "method": "wB97M-V/def2-TZVPD", "de_lowest_ev": 1.216, "multiplicity": 2, "orbital_gap_ev": [10.23, 7.96], "species": ["C", "O", "C", "C", "C", "C", "C", "C", "H", "H", "H", "H", "H", "H", "H", "H", "H", "H", "H", "H", "H"], "xyz": [[-1.05, 2.51, -0.79], [-0.13, 2.54, -1.75], [-0.87, 1.57, 0.41], [0.53, 0.91, 0.50], [0.55, -0.51, 1.12], [1.69, -2.49, 0.22], [0.68, -1.63, 0.12], [-0.45, -1.71, -0.85], [-1.38, 3.52, -0.47], [-1.97, 2.20, -1.36], [-1.30, 2.01, 1.32], [-1.54, 0.70, 0.38], [1.07, 0.91, -0.45], [1.18, 1.64, 0.99], [-0.38, -0.65, 1.68], [1.41, -0.50, 1.79], [1.75, -3.38, -0.41], [2.37, -2.65, 1.05], [-0.56, -2.67, -1.35], [-0.22, -1.02, -1.69], [-1.37, -1.30, -0.47]]}

=====

{"formula": "C7H13O4P", "method": "wB97M-V/def2-TZVPD", "de_lowest_ev": 4.825, "smiles": "CC=[P@]12OC[C@](CO)(CO1)CO2", "orbital_gap_ev": 8.31, "species": ["C", "C", "P", "O", "C", "C", "C", "O", "C", "O", "C", "O", "H", "H", "H", "H", "H", "H", "H", "H", "H", "H", "H", "H", "H"], "xyz": [[-3.93, -0.64, -0.28], [-3.19, -0.16, 0.92], [-1.37, 0.45, 0.20], [-0.50, 0.63, 1.50], [0.92, 0.78, 1.27], [1.38, 0.17, -0.06], [2.93, 0.24, -0.12], [3.47, -0.68, 0.78], [0.62, -1.15, -0.20], [-0.74, -0.93, -0.40], [0.73, 1.02, -1.26], [-0.53, 1.48, -0.88], [-4.57, 0.12, -0.71], [-3.24, -1.18, -1.03], [-4.62, -1.28, 0.24], [-3.72, 0.80, 1.19], [1.42, 0.30, 2.09], [1.05, 1.90, 1.15], [3.22, 1.25, 0.13], [3.33, 0.00, -1.13], [3.55, -1.56, 0.56], [1.12, -1.95, -0.99], [0.66, -1.86, 0.67], [1.31, 1.91, -1.44], [0.66, 0.34, -2.20]]}

=====

{"formula": "C7H13O5P", "method": "wB97M-V/def2-TZVPD", "de_lowest_ev": 0.941, "smiles": "C/C(OC=O)=P/O.CCCOC=O", "orbital_gap_ev": 8.64, "species": ["C", "C", "O", "C", "O", "P", "O", "H", "H", "H", "H", "H", "C", "C", "C", "O", "C", "O", "H", "H", "H", "H", "H", "H", "H", "H"], "xyz": [[2.12, 0.29, 1.95], [1.91, 0.49, 0.49], [2.79, 0.01, -0.46], [3.99, -0.49, -0.20], [4.51, -0.65, 0.87], [0.69, 1.56, -0.06], [0.84, 1.59, -1.65], [2.26, -0.76, 2.21], [1.26, 0.68, 2.48], [3.01, 0.82, 2.28], [4.46, -0.73, -1.17], [1.07, 0.74, -2.06], [-3.54, 0.55, 0.57], [-2.81, 0.48, -0.76], [-2.05, -0.83, -0.91], [-1.04, -0.97, 0.09], [0.21, -1.11, -0.31], [0.60, -1.09, -1.46], [-4.06, 1.49, 0.67], [-4.26, -0.26, 0.66], [-2.82, 0.46, 1.39], [-2.12, 1.31, -0.86], [-3.53, 0.53, -1.58], [-2.72, -1.69, -0.78], [-1.57, -0.89, -1.90], [0.80, -1.53, 0.52]]}

=====

{"formula": "C7H14", "method": "wB97M-V/def2-TZVPD", "de_lowest_ev": 5.657, "orbital_gap_ev": 9.32, "species": ["C", "C", "C", "C", "C", "C", "C", "H", "H", "H", "H", "H", "H", "H", "H", "H", "H", "H", "H", "H", "H"], "xyz": [[1.71, 0.34, 1.14], [0.22, 0.24, 1.52], [-0.24, 1.60, 1.97], [-1.03, -0.84, 0.23], [-0.37, -1.20, -1.05], [-1.01, -0.82, -2.34], [0.27, -0.11, -2.13], [2.08, 1.35, 0.87], [2.29, 0.01, 2.01], [1.92, -0.30, 0.29], [-0.01, -0.60, 2.13], [0.51, 2.10, 2.68], [-0.37, 2.01, 0.57], [-1.20, 1.60, 2.54], [-1.50, -1.76, 0.70], [-1.85, -0.16, 0.01], [0.20, -2.16, -1.01], [-1.16, -1.57, -3.10], [-1.88, -0.17, -2.20], [0.24, 0.98, -2.35], [1.19, -0.54, -2.50]]}

=====

{"formula": "C7H14", "method": "wB97M-V/def2-TZVPD", "de_lowest_ev": 5.635, "orbital_gap_ev": [7.65, 7.65], "species": ["C", "C", "C", "C", "C", "C", "C", "H", "H", "H", "H", "H", "H", "H", "H", "H", "H", "H", "H", "H", "H"], "xyz": [[-0.30, -2.36, -0.18], [-0.46, -1.06, -0.73], [-1.38, 0.21, -0.33], [-0.24, 1.19, -0.61], [-0.12, 2.47, 0.19], [0.58, -0.05, -0.26], [1.03, -0.13, 1.17], [1.44, -2.05, -0.64], [-0.26, -2.48, 0.90], [-0.63, -3.23, -0.74], [-0.48, -1.09, -1.83], [-2.25, 0.24, -0.99], [-1.70, 0.19, 0.71], [-0.19, 1.41, -1.69], [-0.24, 2.30, 1.26], [0.86, 2.94, 0.03], [-0.88, 3.20, -0.11], [1.76, -1.26, -0.79], [1.50, -1.10, 1.38], [0.21, 0.00, 1.89], [1.75, 0.67, 1.37]]}

=====

{"formula": "C7H14", "method": "wB97M-V/def2-TZVPD", "de_lowest_ev": 0.956, "smiles": "C=CCCCCC", "orbital_gap_ev": 10.71, "species": ["C", "C", "C", "C", "C", "C", "C", "H", "H", "H", "H", "H", "H", "H", "H", "H", "H", "H", "H", "H", "H"], "xyz": [[2.62, 1.57, 2.18], [1.43, 1.01, 1.95], [1.16, -0.22, 1.16], [0.01, -0.01, 0.17], [-0.62, -1.25, -0.45], [-1.18, -1.00, -1.84], [-2.09, 0.21, -1.90], [3.49, 1.06, 1.80], [2.64, 2.45, 2.78], [0.54, 1.44, 2.38], [2.06, -0.61, 0.68], [0.79, -0.97, 1.88], [-0.77, 0.62, 0.61], [0.39, 0.62, -0.64], [-1.42, -1.66, 0.17], [0.13, -2.05, -0.42], [-1.73, -1.89, -2.15], [-0.40, -0.94, -2.61], [-2.75, 0.26, -1.05], [-2.77, 0.23, -2.75], [-1.52, 1.14, -1.95]]}

=====

{"formula": "C7H14", "method": "wB97M-V/def2-TZVPD", "de_lowest_ev": 2.754, "smiles": "C[C@@H]1[C@H](C)C1(C)C", "orbital_gap_ev": 10.23, "species": ["C", "C", "C", "C", "C", "C", "C", "H", "H", "H", "H", "H", "H", "H", "H", "H", "H", "H", "H", "H", "H"], "xyz": [[1.82, -1.01, 0.65], [0.84, -0.56, -0.42], [0.36, 0.88, -0.50], [0.81, 1.96, 0.46], [-0.60, -0.22, -0.18], [-1.35, -0.45, 1.11], [-1.62, -0.55, -1.51], [2.85, -0.79, 0.33], [1.76, -2.10, 0.81], [1.66, -0.53, 1.62], [0.97, -1.06, -1.37], [0.18, 1.24, -1.51], [0.15, 2.83, 0.41], [1.82, 2.29, 0.21], [0.82, 1.61, 1.50], [-1.08, -1.30, 1.76], [-2.03, -0.77, 0.30], [-1.76, 0.39, 1.68], [-1.00, -0.79, -2.38], [-2.37, -1.39, -1.46], [-2.24, 0.33, -1.77]]}

=====

{"formula": "C7H14BF4N9PdS2", "method": "wB97M-V/def2-TZVPD", "de_lowest_ev": 0.000, "multiplicity": 3, "orbital_gap_ev": [8.54, 6.69], "species": ["Pd", "N", "H", "H", "H", "F", "B", "F", "F", "F", "S", "C", "N", "C", "C", "C", "N", "N", "C", "N", "S", "H", "H", "H", "H", "H", "H", "H", "N", "C", "N", "N", "C", "N", "H", "H", "H", "H"], "xyz": [[0.28, 0.51, 0.85], [-0.16, 0.93, 2.98], [-0.30, 1.91, 3.18], [0.58, 0.56, 3.58], [-1.02, 0.43, 3.18], [1.68, 0.24, -3.22], [0.71, 0.44, -2.27], [0.47, -0.77, -1.54], [-0.50, 0.89, -2.80], [1.16, 1.38, -1.28], [0.14, -3.90, 0.86], [-0.42, -2.40, 0.96], [-0.85, -1.30, 1.03], [-0.30, 5.73, -0.34], [-1.67, 5.21, -0.75], [-1.77, 3.72, -0.61], [-1.17, 3.04, 0.30], [-1.41, 1.69, 0.21], [-2.21, 1.36, -0.78], [-2.62, 0.10, -1.02], [-2.72, 2.74, -1.69], [-0.26, 6.82, -0.45], [0.48, 5.29, -0.95], [-0.09, 5.49, 0.70], [-1.89, 5.48, -1.79], [-2.45, 5.67, -0.14], [-2.11, -0.61, -0.51], [-2.81, -0.12, -1.99], [5.37, -2.57, -1.19], [4.23, -1.98, -0.78], [3.19, -1.95, -1.62], [4.24, -1.46, 0.44], [3.16, -0.88, 0.85], [2.21, -0.34, 1.26], [5.39, -3.13, -2.02], [6.09, -2.68, -0.51], [3.29, -2.25, -2.57], [2.33, -1.44, -1.41]]}